(1)
{"formula": "C23H31F9N4O3", "method": "wB97M-V/def2-TZVPD", "orbital_gap_ev": 10.705, "lumo_ev": 0.6, "largest_force_ev_per_a": 4.0, "mol_weight_g_mol": 582.51, "species": ["H", "N", "C", "C", "C", "C", "C", "C", "F", "F", "C", "F", "F", "C", "F", "F", "C", "F", "F", "F", "C", "O", "C", "O", "O", "H", "H", "H", "H", "H", "H", "H", "H", "H", "C", "C", "C", "C", "N", "H", "H", "H", "H", "H", "H", "H", "C", "C", "C", "C", "N", "H", "H", "H", "H", "H", "H", "H", "C", "C", "C", "C", "N", "H", "H", "H", "H", "H", "H", "H"], "positions_angstrom": [[1.39, -0.53, 3.65], [1.75, -1.47, 3.51], [1.42, -1.81, 2.35], [0.62, -0.88, 1.42], [-0.88, -1.03, 1.70], [-1.53, -0.18, 2.83], [-0.88, 1.20, 3.09], [-1.10, 2.18, 1.98], [-2.40, 2.41, 1.76], [-0.61, 1.74, 0.80], [-0.44, 3.58, 2.21], [-1.11, 4.54, 1.62], [-0.55, 3.82, 3.52], [1.08, 3.63, 1.88], [1.69, 2.48, 2.07], [1.62, 4.49, 2.73], [1.42, 4.17, 0.44], [1.77, 5.41, 0.48], [2.48, 3.51, 0.02], [0.48, 3.94, -0.43], [-1.85, -0.95, 0.48], [-2.79, -1.98, 0.76], [-2.20, -2.92, 1.52], [-2.55, -4.00, 1.72], [-1.03, -2.43, 2.02], [1.74, -2.79, 1.99], [0.88, -1.19, 0.41], [1.01, 0.13, 1.55], [-1.39, -0.75, 3.76], [-2.61, -0.11, 2.70], [-1.36, 1.59, 3.99], [0.16, 1.07, 3.35], [-1.34, -0.94, -0.49], [-2.43, -0.02, 0.55], [7.18, -1.42, 0.88], [6.43, -1.77, 2.15], [5.14, -2.55, 1.89], [4.21, -1.77, 1.06], [3.51, -1.15, 0.42], [6.59, -0.77, 0.23], [8.10, -0.89, 1.11], [7.44, -2.32, 0.31], [6.19, -0.85, 2.70], [7.08, -2.36, 2.80], [4.64, -2.79, 2.83], [5.36, -3.49, 1.38], [-7.07, -2.77, -2.61], [-6.40, -3.78, -1.70], [-5.04, -3.30, -1.18], [-4.11, -3.06, -2.30], [-3.40, -2.87, -3.17], [-6.48, -2.59, -3.51], [-8.05, -3.14, -2.94], [-7.23, -1.82, -2.10], [-6.27, -4.72, -2.23], [-7.05, -3.98, -0.84], [-4.60, -4.04, -0.52], [-5.15, -2.37, -0.61], [0.99, 2.64, -6.04], [0.57, 3.64, -4.97], [0.84, 3.15, -3.55], [0.09, 1.91, -3.28], [-0.50, 0.95, -3.07], [0.42, 1.71, -5.96], [0.81, 3.04, -7.04], [2.05, 2.40, -5.96], [-0.50, 3.86, -5.09], [1.11, 4.58, -5.13], [0.53, 3.90, -2.82], [1.90, 2.95, -3.41]]}



(2)
{"formula": "C23H31GeN2PtSSe", "method": "wB97M-V/def2-TZVPD", "total_charge": 1, "orbital_gap_ev": [4.758, 4.693], "lumo_ev": [-5.3, -5.4], "largest_force_ev_per_a": 1.8, "mol_weight_g_mol": 714.23, "species": ["Pt", "C", "C", "C", "C", "C", "C", "C", "C", "C", "S", "C", "N", "H", "H", "H", "H", "H", "H", "H", "H", "C", "Ge", "C", "C", "C", "Se", "C", "H", "H", "H", "H", "H", "H", "H", "H", "H", "H", "H", "H", "H", "H", "C", "C", "C", "C", "C", "C", "C", "C", "N", "H", "H", "H", "H", "H", "H", "H", "H", "H"], "positions_angstrom": [[0.21, -1.60, 0.36], [0.54, -0.30, -2.53], [-0.89, -0.43, -2.12], [-1.90, -0.14, -3.06], [-3.22, -0.23, -2.73], [-3.58, -0.56, -1.41], [-4.90, -0.64, -0.93], [-5.14, -0.93, 0.38], [-4.08, -1.14, 1.28], [-2.78, -1.09, 0.84], [-1.38, -1.23, 1.88], [-2.53, -0.81, -0.51], [-1.22, -0.78, -0.89], [0.63, 0.51, -3.25], [0.87, -1.22, -3.02], [1.20, -0.10, -1.69], [-1.59, 0.14, -4.06], [-3.99, -0.01, -3.46], [-5.72, -0.45, -1.61], [-6.15, -0.99, 0.75], [-4.29, -1.34, 2.32], [1.57, 3.51, 2.55], [0.59, 4.72, 1.37], [-0.98, 5.46, 2.27], [1.75, 6.13, 0.67], [-0.04, 3.62, -0.15], [-1.32, 2.26, 0.43], [-2.86, 2.92, -0.56], [1.74, 3.97, 3.53], [2.54, 3.26, 2.13], [1.00, 2.59, 2.70], [-0.66, 6.12, 3.08], [-1.59, 4.67, 2.69], [-1.58, 6.05, 1.58], [2.07, 6.79, 1.47], [1.21, 6.74, -0.06], [2.63, 5.71, 0.19], [0.80, 3.10, -0.62], [-0.52, 4.22, -0.92], [-3.06, 3.95, -0.29], [-3.72, 2.31, -0.26], [-2.71, 2.82, -1.63], [2.29, -3.51, 2.65], [2.84, -4.13, 1.42], [3.77, -5.16, 1.48], [4.24, -5.75, 0.33], [3.83, -5.34, -0.94], [2.93, -4.32, -1.08], [2.46, -3.86, -2.42], [2.42, -3.69, 0.11], [1.57, -2.68, 0.03], [2.86, -3.82, 3.52], [1.25, -3.80, 2.79], [2.30, -2.42, 2.59], [4.12, -5.50, 2.45], [4.96, -6.56, 0.41], [4.22, -5.84, -1.82], [2.99, -4.37, -3.21], [2.61, -2.78, -2.52], [1.39, -4.05, -2.54]]}



(3)
{"formula": "C23H31GeO7PRuSe", "method": "wB97M-V/def2-TZVPD", "total_charge": 1, "orbital_gap_ev": [5.331, 5.478], "spin_multiplicity": 2, "lumo_ev": [-5.2, -5.0], "largest_force_ev_per_a": 3.0, "s_squared": 0.82, "mol_weight_g_mol": 703.11, "species": ["Ru", "O", "C", "O", "C", "O", "C", "C", "O", "O", "H", "H", "H", "H", "H", "O", "C", "O", "C", "P", "C", "C", "C", "C", "C", "C", "C", "C", "C", "C", "C", "C", "H", "H", "H", "H", "H", "H", "H", "H", "H", "H", "H", "H", "C", "Ge", "C", "C", "C", "Se", "C", "H", "H", "H", "H", "H", "H", "H", "H", "H", "H", "H", "H", "H", "H"], "positions_angstrom": [[0.01, -0.33, 0.44], [-0.65, -4.75, 0.19], [-0.25, -3.57, -0.25], [-0.75, -2.53, 0.12], [0.83, -3.75, -1.30], [1.42, -2.56, -1.74], [2.62, -2.14, -1.08], [2.18, -1.21, 0.05], [2.14, 0.04, -0.18], [1.75, -1.73, 1.11], [-1.36, -4.64, 0.84], [0.34, -4.20, -2.17], [1.57, -4.47, -0.93], [3.21, -1.59, -1.81], [3.18, -3.00, -0.70], [-1.71, 2.25, -0.95], [-2.13, 1.43, -0.13], [-2.24, 0.15, -0.32], [-2.40, 1.85, 1.31], [-1.19, 0.78, 2.18], [-0.17, 1.83, 3.23], [1.17, 2.00, 2.88], [1.99, 2.78, 3.67], [1.48, 3.40, 4.80], [0.15, 3.24, 5.15], [-0.68, 2.45, 4.37], [-2.14, -0.33, 3.25], [-1.57, -0.76, 4.45], [-2.25, -1.67, 5.24], [-3.48, -2.16, 4.84], [-4.03, -1.76, 3.63], [-3.35, -0.85, 2.82], [-3.42, 1.59, 1.60], [-2.21, 2.91, 1.47], [1.56, 1.51, 1.99], [3.04, 2.91, 3.40], [2.13, 4.00, 5.42], [-0.24, 3.72, 6.03], [-1.72, 2.31, 4.64], [-0.60, -0.38, 4.76], [-1.81, -1.99, 6.18], [-4.01, -2.86, 5.47], [-4.98, -2.15, 3.31], [-3.76, -0.57, 1.86], [1.71, 2.19, -6.23], [1.83, 1.10, -4.60], [3.26, 1.63, -3.37], [1.81, -0.82, -5.01], [0.12, 1.53, -3.60], [-0.18, 0.26, -2.19], [-1.52, -0.85, -3.02], [2.64, 2.12, -6.80], [1.53, 3.24, -5.98], [0.89, 1.84, -6.86], [4.23, 1.27, -3.72], [3.07, 1.22, -2.38], [3.30, 2.72, -3.30], [2.76, -1.12, -5.46], [1.02, -1.06, -5.72], [1.66, -1.41, -4.10], [-0.76, 1.55, -4.24], [0.23, 2.50, -3.12], [-1.09, -1.29, -3.92], [-2.39, -0.25, -3.26], [-1.79, -1.61, -2.29]]}



(4)
{"formula": "C23H31N2O4PS", "method": "wB97M-V/def2-TZVPD", "total_charge": 2, "orbital_gap_ev": 4.808, "lumo_ev": -7.8, "largest_force_ev_per_a": 0.7, "mol_weight_g_mol": 462.55, "species": ["C", "O", "C", "C", "C", "C", "C", "C", "C", "C", "P", "S", "C", "O", "O", "C", "O", "H", "H", "H", "H", "H", "H", "H", "H", "H", "H", "H", "H", "H", "H", "H", "H", "H", "C", "N", "C", "C", "C", "C", "C", "C", "C", "C", "N", "C", "C", "C", "H", "H", "H", "H", "H", "H", "H", "H", "H", "H", "H", "H", "H", "H"], "positions_angstrom": [[5.42, -0.09, 4.80], [4.29, 0.14, 5.62], [3.16, 0.70, 4.99], [1.95, -0.20, 5.25], [1.80, -1.37, 4.27], [1.38, -1.01, 2.83], [2.19, -1.70, 1.73], [3.48, -0.96, 1.29], [3.24, -0.20, 0.03], [2.86, 1.06, -0.24], [2.72, 2.50, 0.85], [4.38, 3.02, 1.68], [2.72, 1.19, -1.72], [2.32, 2.12, -2.36], [3.11, 0.02, -2.32], [3.36, -0.91, -1.29], [3.61, -2.03, -1.54], [5.29, -0.99, 4.18], [6.28, -0.26, 5.46], [5.63, 0.77, 4.16], [2.98, 1.70, 5.41], [3.34, 0.84, 3.92], [2.08, -0.60, 6.25], [1.03, 0.40, 5.25], [1.03, -2.04, 4.68], [2.73, -1.96, 4.26], [0.33, -1.30, 2.70], [1.41, 0.08, 2.69], [1.56, -1.84, 0.83], [2.45, -2.72, 2.05], [4.25, -1.71, 1.08], [3.86, -0.30, 2.07], [1.64, 2.16, 1.68], [2.13, 3.43, -0.02], [-8.12, 0.54, -0.91], [-6.76, 0.41, -1.50], [-5.73, 0.12, -0.69], [-4.46, -0.01, -1.19], [-4.24, 0.14, -2.56], [-5.32, 0.44, -3.37], [-6.58, 0.57, -2.81], [-2.88, -0.02, -3.14], [-2.66, -0.91, -4.18], [-1.40, -1.02, -4.73], [-0.38, -0.27, -4.27], [-0.57, 0.59, -3.25], [-1.80, 0.74, -2.67], [0.95, -0.33, -4.90], [-8.10, 1.30, -0.14], [-8.41, -0.42, -0.49], [-8.82, 0.82, -1.69], [-5.96, 0.01, 0.36], [-3.65, -0.25, -0.51], [-5.21, 0.59, -4.44], [-7.45, 0.81, -3.41], [-3.45, -1.54, -4.57], [-1.17, -1.69, -5.54], [0.30, 1.16, -2.95], [-1.92, 1.45, -1.87], [1.69, -0.57, -4.14], [1.17, 0.64, -5.34], [0.95, -1.10, -5.67]]}



(5)
{"formula": "C23H31N4S5Tb", "method": "wB97M-V/def2-TZVPD", "total_charge": 2, "orbital_gap_ev": [5.753, 7.501], "spin_multiplicity": 7, "lumo_ev": [-7.3, -5.6], "largest_force_ev_per_a": 3.6, "s_squared": 12.62, "mol_weight_g_mol": 682.79, "species": ["Tb", "C", "C", "C", "C", "C", "C", "C", "C", "C", "C", "N", "C", "C", "C", "C", "C", "N", "H", "H", "H", "H", "H", "H", "H", "H", "H", "H", "H", "H", "H", "H", "H", "H", "H", "N", "C", "C", "N", "C", "C", "H", "H", "H", "H", "H", "H", "H", "H", "H", "H", "H", "C", "S", "C", "C", "S", "S", "C", "S", "S", "H", "H", "H"], "positions_angstrom": [[-0.67, -0.96, -0.86], [0.45, -0.23, -3.36], [1.11, 0.77, -2.37], [2.52, 0.33, -2.08], [3.55, 1.04, -2.68], [4.86, 0.50, -2.74], [5.03, -0.77, -2.21], [4.09, -1.46, -1.39], [4.40, -2.76, -0.71], [3.60, -4.03, -1.15], [2.80, -0.84, -1.35], [1.69, -1.35, -0.63], [1.78, -1.78, 0.57], [0.67, -2.25, 1.28], [0.79, -2.79, 2.60], [-0.42, -3.38, 2.87], [-1.22, -3.22, 1.68], [-0.57, -2.58, 0.69], [-0.61, -0.06, -3.55], [0.54, -1.31, -3.06], [0.89, -0.17, -4.30], [0.55, 0.91, -1.44], [1.10, 1.80, -2.84], [3.38, 1.95, -3.29], [5.56, 1.03, -3.28], [6.00, -1.26, -2.28], [4.27, -2.65, 0.36], [5.45, -3.04, -0.79], [2.55, -3.86, -0.87], [4.02, -4.91, -0.65], [3.68, -4.17, -2.18], [2.76, -1.78, 1.04], [1.70, -2.80, 3.14], [-0.66, -3.84, 3.84], [-2.27, -3.43, 1.67], [-1.77, 3.25, 2.50], [-1.24, 1.99, 3.13], [-1.27, 0.85, 2.15], [-0.45, 1.15, 0.96], [-0.63, 2.52, 0.42], [-0.81, 3.68, 1.44], [-1.95, 3.90, 3.26], [-2.75, 3.14, 2.09], [-1.80, 1.81, 4.03], [-0.23, 2.28, 3.53], [-2.30, 0.46, 1.89], [-0.82, -0.01, 2.64], [0.55, 0.96, 1.16], [-1.49, 2.46, -0.25], [0.27, 2.83, -0.09], [-1.25, 4.47, 0.85], [0.14, 4.01, 1.96], [-5.66, 3.12, -1.35], [-4.40, 2.91, -0.02], [-4.38, 1.16, 0.35], [-3.69, 0.26, -0.42], [-2.71, 0.52, -1.88], [-3.67, -1.35, 0.28], [-4.32, -1.01, 1.85], [-4.22, -2.06, 3.08], [-5.05, 0.56, 1.86], [-5.33, 3.98, -1.88], [-6.70, 3.18, -1.06], [-5.47, 2.35, -2.14]]}



(6)
{"formula": "C23H31N5O3", "method": "wB97M-V/def2-TZVPD", "orbital_gap_ev": 8.114, "lumo_ev": 0.3, "largest_force_ev_per_a": 19.2, "mol_weight_g_mol": 425.53, "species": ["C", "C", "C", "C", "N", "C", "O", "C", "N", "C", "O", "C", "C", "N", "C", "N", "C", "C", "C", "C", "C", "N", "C", "C", "C", "C", "C", "C", "C", "C", "O", "H", "H", "H", "H", "H", "H", "H", "H", "H", "H", "H", "H", "H", "H", "H", "H", "H", "H", "H", "H", "H", "H", "H", "H", "H", "H", "H", "H", "H", "H", "H"], "positions_angstrom": [[-2.46, -1.65, 2.85], [-2.74, -2.34, 1.45], [-1.89, -1.73, 0.27], [-2.39, -2.66, -0.96], [-1.66, -2.15, -1.94], [-0.30, -2.34, -2.43], [0.22, -3.26, -1.85], [0.48, -1.47, -3.30], [0.66, 0.04, -2.61], [2.01, -0.02, -2.20], [2.85, -0.83, -1.91], [1.99, 1.15, -1.14], [1.02, 2.10, -1.35], [1.47, 3.26, -0.49], [2.54, 2.80, 0.10], [3.08, 1.53, -0.40], [4.23, 1.03, -0.19], [4.20, 0.46, 1.33], [3.21, -0.65, 1.09], [3.81, -1.88, 2.26], [1.86, -0.40, 1.88], [-0.10, 2.02, -1.88], [-1.24, 2.93, -1.78], [-2.28, 2.57, -0.61], [-3.26, 1.69, -0.86], [-4.33, 1.41, 0.22], [-3.96, 1.52, 1.34], [-2.74, 2.07, 1.66], [-1.95, 2.71, 0.55], [-0.42, 0.87, -2.71], [-1.34, 0.38, -3.31], [-1.33, -1.88, 3.31], [-3.08, -2.07, 3.49], [-2.56, -0.58, 2.77], [-2.84, -3.40, 1.61], [-3.92, -2.05, 1.27], [-0.93, -1.97, 0.50], [-2.21, -0.93, -0.01], [-3.35, -2.42, -1.05], [-2.07, -3.68, -0.96], [-1.80, -1.24, -2.43], [0.02, -1.18, -4.28], [1.47, -1.95, -3.46], [3.10, 3.54, 0.80], [4.96, 1.88, 0.06], [4.53, 0.49, -0.83], [3.90, 1.14, 2.21], [5.18, -0.09, 1.49], [3.09, -1.38, 0.31], [4.69, -2.48, 1.91], [3.06, -2.57, 2.29], [3.79, -1.55, 3.39], [1.90, 0.12, 2.78], [1.38, 0.40, 1.05], [1.17, -1.16, 1.81], [-0.75, 3.90, -1.60], [-1.71, 2.97, -2.81], [-3.72, 1.65, -2.01], [-5.08, 0.91, -0.38], [-4.40, 1.08, 2.13], [-2.35, 2.28, 2.71], [-0.76, 3.10, 0.86]]}



(7)
{"formula": "C23H31N5PSc", "method": "wB97M-V/def2-TZVPD", "total_charge": 4, "orbital_gap_ev": 6.583, "lumo_ev": -12.6, "largest_force_ev_per_a": 1.6, "mol_weight_g_mol": 453.47, "species": ["Sc", "N", "P", "C", "C", "C", "C", "C", "C", "C", "C", "C", "C", "C", "C", "C", "C", "C", "C", "C", "N", "H", "H", "H", "H", "H", "H", "H", "H", "H", "H", "H", "H", "H", "H", "H", "N", "C", "C", "C", "N", "C", "C", "N", "C", "H", "H", "H", "H", "H", "H", "H", "H", "H", "H", "H", "H", "H", "H", "H", "H"], "positions_angstrom": [[0.06, 0.32, 0.27], [-0.65, 3.20, -0.82], [-0.94, 1.73, -1.69], [-1.51, 1.90, -3.35], [-2.87, 1.66, -3.67], [-3.27, 1.72, -4.98], [-2.36, 1.98, -6.00], [-1.06, 2.33, -5.71], [-0.62, 2.30, -4.39], [0.78, 1.08, -1.82], [1.85, 1.63, -1.06], [3.10, 0.99, -1.05], [3.27, -0.19, -1.75], [2.20, -0.81, -2.43], [0.95, -0.20, -2.39], [-0.67, 3.20, 0.59], [-1.07, 4.28, 1.41], [-0.81, 4.25, 2.77], [-0.17, 3.17, 3.37], [0.06, 2.08, 2.55], [-0.22, 2.10, 1.21], [-0.77, 4.08, -1.30], [-3.60, 1.40, -2.92], [-4.28, 1.52, -5.29], [-2.66, 1.97, -7.02], [-0.40, 2.57, -6.54], [0.42, 2.55, -4.23], [1.74, 2.59, -0.58], [3.98, 1.43, -0.55], [4.20, -0.77, -1.69], [2.37, -1.77, -2.93], [0.16, -0.70, -2.93], [-1.61, 5.13, 1.03], [-1.11, 5.08, 3.35], [0.06, 3.14, 4.41], [0.39, 1.11, 2.91], [0.23, -3.90, 4.62], [0.27, -3.69, 3.10], [-1.09, -3.10, 2.62], [-1.07, -2.66, 1.10], [-1.55, -1.22, 0.86], [0.31, -2.94, 0.49], [1.55, -2.48, 1.30], [1.79, -1.02, 1.04], [1.42, -2.75, 2.80], [-0.63, -4.37, 4.92], [0.25, -3.01, 5.12], [1.01, -4.50, 4.93], [0.45, -4.68, 2.66], [-1.38, -2.25, 3.24], [-1.89, -3.84, 2.78], [-1.81, -3.31, 0.61], [-2.05, -0.90, 1.68], [-2.28, -1.24, 0.13], [0.32, -2.56, -0.54], [0.39, -4.01, 0.33], [2.42, -3.04, 0.94], [2.39, -0.98, 0.20], [2.45, -0.67, 1.77], [1.22, -1.78, 3.31], [2.33, -3.13, 3.20]]}